1.
The following is a quantum chemistry calculation of one molecule with the formula C5H9N3 in a non-equilibrium geometry, from the Open Molecules 2025 dataset.

Geometry as XYZ:
```
17
C5H9N3 | the Open Molecules 2025 dataset | ωB97M-V with the def2-TZVPD basis set
C -0.75 -0.67 -0.01
C 0.53 -1.35 -0.63
C 0.32 1.51 -0.01
C -0.77 0.70 -0.61
C -2.04 0.07 -0.31
H 0.47 0.04 1.65
H -0.37 -1.44 1.97
H 0.69 -2.37 -0.21
H 0.35 -1.32 -1.77
H 2.43 -0.81 0.05
H 0.27 2.56 0.25
H -0.47 0.61 -1.61
H -2.71 0.00 -1.21
H -2.50 0.37 0.62
N -0.50 -0.46 1.47
N 1.69 -0.34 -0.33
N 1.40 0.91 0.25
```

Values from the calculation:
* gap between HOMO and LUMO: 9.9 eV
* charge: 0
* SMILES string: N[C@]12CNN=C[C@@H]1C2
* energy: -360.0138 a.u.
* energy relative to the best compared isomer or geometry (same formula, charge and spin): 115.1 kcal/mol
* max |F|: 4.58 eV Å⁻¹

2.
The following is a quantum chemistry calculation of C39H91F2N2O6P2S2 as an isolated structure in a non-equilibrium geometry, from the Open Molecules 2025 dataset.

Geometry as XYZ:
```
144
C39H91F2N2O6P2S2 | the Open Molecules 2025 dataset | ωB97M-V with the def2-TZVPD basis set
C -2.66 -1.78 1.97
C -2.15 -0.87 0.85
C -3.36 -0.59 -0.12
O -1.46 0.24 1.24
H -3.64 -1.47 2.34
H -1.87 -1.97 2.70
H -2.95 -2.75 1.54
H -1.56 -1.57 0.21
H -3.59 -1.53 -0.64
H -3.09 0.19 -0.83
H -4.20 -0.20 0.44
C 0.78 -0.63 2.27
C -0.01 0.11 3.34
C 0.16 1.65 3.32
O 1.48 2.06 3.44
C 1.66 3.45 3.24
N -1.47 -0.16 3.11
H -1.78 -0.45 2.16
H -1.90 -0.71 3.86
H -1.95 0.73 3.29
H 1.84 -0.44 2.16
H 0.37 -0.37 1.28
H 0.68 -1.70 2.43
H 0.15 -0.31 4.33
H -0.45 2.04 4.14
H -0.31 2.03 2.40
H 1.56 3.63 2.16
H 2.74 3.59 3.38
H 1.05 4.13 3.83
C 4.12 -1.67 -2.96
C 2.79 -2.09 -2.32
C 2.93 -2.28 -0.81
C 1.75 -2.80 0.01
P 0.96 -4.41 -0.35
C 2.20 -5.71 -0.28
C 2.99 -5.96 -1.58
C 3.68 -7.30 -1.71
C 4.74 -7.65 -0.64
C -0.23 -4.74 0.95
C 0.24 -4.48 2.42
C -0.80 -4.78 3.47
C -1.42 -6.17 3.38
C 0.07 -4.45 -1.88
C -0.94 -3.30 -2.03
C -1.88 -3.52 -3.24
C -1.18 -3.67 -4.58
H 4.19 -1.60 -4.04
H 4.91 -2.38 -2.71
H 4.32 -0.67 -2.57
H 2.53 -3.08 -2.71
H 1.96 -1.42 -2.55
H 3.04 -1.26 -0.41
H 3.84 -2.82 -0.59
H 0.98 -2.03 0.15
H 2.10 -2.87 1.04
H 1.68 -6.65 -0.06
H 2.96 -5.57 0.49
H 3.75 -5.17 -1.61
H 2.36 -5.87 -2.47
H 4.24 -7.22 -2.65
H 3.00 -8.15 -1.70
H 5.56 -6.93 -0.62
H 5.25 -8.56 -0.95
H 4.32 -7.67 0.37
H -0.53 -5.78 0.78
H -1.04 -4.04 0.76
H 0.61 -3.45 2.46
H 1.18 -5.03 2.59
H -1.44 -3.90 3.58
H -0.24 -4.66 4.41
H -0.67 -6.94 3.20
H -2.09 -6.20 2.51
H -1.95 -6.50 4.27
H -0.36 -5.45 -1.97
H 0.77 -4.29 -2.71
H -0.41 -2.36 -2.22
H -1.52 -3.10 -1.13
H -2.73 -2.84 -3.26
H -2.35 -4.50 -3.09
H -0.26 -4.26 -4.51
H -1.02 -2.71 -5.07
H -1.79 -4.23 -5.29
C -3.68 6.12 0.50
C -4.07 4.73 0.08
C -3.17 4.00 -0.93
C -2.00 3.42 -0.08
P -0.41 3.06 -0.90
C 0.17 4.66 -1.63
C 0.23 5.78 -0.59
C 0.50 7.06 -1.33
C -0.78 7.74 -1.89
C 0.81 2.58 0.38
C 2.29 2.43 -0.05
C 3.23 2.73 1.12
C 3.05 1.85 2.34
C -0.57 1.79 -2.19
C 0.70 1.30 -2.91
C 1.51 2.17 -3.87
C 0.91 2.56 -5.21
H -4.12 6.44 1.44
H -4.03 6.87 -0.22
H -2.60 6.22 0.62
H -5.07 4.73 -0.35
H -4.00 4.15 0.99
H -2.71 4.76 -1.57
H -3.72 3.20 -1.41
H -2.27 2.55 0.53
H -1.65 4.10 0.70
H -0.48 4.89 -2.47
H 1.12 4.35 -2.07
H 1.09 5.51 0.04
H -0.70 5.86 -0.03
H 1.29 7.09 -2.09
H 0.89 7.81 -0.63
H -1.33 7.10 -2.59
H -0.72 8.66 -2.48
H -1.43 8.02 -1.05
H 0.48 1.65 0.86
H 0.74 3.25 1.25
H 2.62 3.09 -0.85
H 2.53 1.39 -0.28
H 3.22 3.80 1.36
H 4.25 2.58 0.76
H 2.55 0.91 2.10
H 2.33 2.33 3.01
H 3.95 1.74 2.94
H -1.35 2.21 -2.85
H -1.08 0.93 -1.75
H 0.40 0.40 -3.46
H 1.37 1.11 -2.07
H 2.37 1.50 -4.00
H 2.00 2.99 -3.33
H 0.53 1.74 -5.82
H 1.76 2.92 -5.79
H 0.19 3.38 -5.10
N -3.30 2.12 3.34
S -4.71 1.80 2.82
O -5.08 2.33 1.55
O -5.71 1.74 3.86
F -4.41 0.21 2.58
S -3.44 3.67 3.84
O -3.05 3.91 5.19
O -4.49 4.47 3.28
F -2.19 4.29 2.98
```

Values from the calculation:
* gap between HOMO and LUMO: 7.2 eV
* charge: +1
* energy: -3779.5263 a.u.
* max |F|: 17.70 eV Å⁻¹

3.
The following is a quantum chemistry calculation of a 16-piece molecular cluster, C39H107BrN2O24PS overall in a non-equilibrium geometry, from the Open Molecules 2025 dataset.

Geometry as XYZ:
```
175
C39H107BrN2O24PS | the Open Molecules 2025 dataset | ωB97M-V with the def2-TZVPD basis set
C -2.05 3.19 1.52
C -2.07 2.00 0.57
N -2.40 0.73 1.21
C -1.45 -0.21 1.62
S 0.18 0.57 1.91
C -1.86 -0.83 2.98
P -1.93 0.52 4.30
O -3.54 0.86 4.27
Br -1.78 -0.78 6.15
O -3.11 -1.47 2.93
C -3.27 -2.47 1.95
C -2.82 -3.86 2.46
C -2.76 -2.09 0.54
C -3.87 -1.37 -0.25
C -4.61 -2.35 -1.20
C -5.59 -3.29 -0.51
C -6.73 -2.58 0.22
O -7.97 -3.03 -0.34
C -9.04 -2.42 0.22
O -10.00 -2.10 -0.39
N -1.41 -1.39 0.56
C -0.35 -2.40 0.90
C -0.10 -3.46 -0.17
O 0.00 -4.72 0.52
C 0.41 -5.74 -0.25
O 0.53 -5.62 -1.45
C 0.67 -7.01 0.50
C 0.12 -8.22 -0.28
C -1.16 -0.87 -0.83
O 0.19 -0.65 -1.05
C 0.45 -0.46 -2.45
C 1.58 0.54 -2.67
O 2.47 0.52 -1.57
C 3.68 1.20 -1.89
C 4.76 0.24 -2.37
O 5.39 -0.51 -1.36
C 4.71 -1.70 -1.02
C 4.74 -2.76 -2.13
H -3.08 3.40 1.82
H -1.70 4.08 1.00
H -1.46 3.00 2.42
H -2.86 2.21 -0.16
H -1.16 1.93 -0.03
H -3.27 0.72 1.72
H 0.65 -0.25 2.88
H -1.07 -1.50 3.35
H -3.82 1.25 5.12
H -4.35 -2.54 1.83
H -2.19 -3.77 3.34
H -3.68 -4.48 2.70
H -2.26 -4.40 1.71
H -2.62 -3.04 0.04
H -4.60 -0.94 0.43
H -3.54 -0.52 -0.86
H -5.15 -1.73 -1.93
H -3.87 -2.92 -1.76
H -5.06 -3.98 0.16
H -6.04 -3.93 -1.27
H -6.70 -2.82 1.29
H -6.66 -1.49 0.11
H -8.93 -2.25 1.31
H -0.59 -2.90 1.83
H 0.59 -1.88 1.07
H 0.84 -3.28 -0.69
H -0.88 -3.54 -0.92
H 1.75 -7.08 0.61
H 0.20 -6.93 1.48
H 0.80 -8.52 -1.06
H -0.08 -9.05 0.40
H -0.81 -7.94 -0.77
H -1.74 0.04 -0.95
H -1.57 -1.60 -1.54
H -0.45 -0.07 -2.93
H 0.69 -1.42 -2.91
H 2.12 0.24 -3.57
H 1.18 1.55 -2.81
H 4.03 1.73 -0.99
H 3.52 1.93 -2.68
H 4.32 -0.41 -3.14
H 5.54 0.82 -2.87
H 3.68 -1.50 -0.70
H 5.23 -2.10 -0.14
H 5.00 -3.74 -1.72
H 3.80 -2.84 -2.68
H 5.52 -2.50 -2.84
C 2.48 4.90 -2.92
O 2.46 3.73 -3.74
H 2.47 4.58 -1.88
H 3.39 5.48 -3.10
H 1.61 5.52 -3.12
H 2.49 4.03 -4.66
C -2.67 -7.48 4.24
O -3.46 -6.31 4.42
H -2.30 -7.47 3.22
H -1.82 -7.48 4.93
H -3.26 -8.38 4.39
H -3.80 -6.31 5.32
C 2.56 -0.16 -7.27
O 2.30 0.15 -5.90
H 3.47 -0.74 -7.31
H 1.74 -0.76 -7.69
H 2.69 0.75 -7.86
H 1.49 0.66 -5.85
C 0.77 3.46 6.05
O -0.53 2.89 6.19
H 0.74 4.12 5.19
H 1.03 4.03 6.94
H 1.53 2.69 5.88
H -0.52 2.30 6.95
C -0.56 -6.40 -5.00
O -1.65 -6.40 -4.08
H -0.98 -6.46 -6.00
H 0.03 -5.49 -4.90
H 0.09 -7.27 -4.84
H -1.28 -6.36 -3.20
C 3.14 -0.95 4.20
O 1.75 -1.26 4.35
H 3.24 -0.37 3.29
H 3.50 -0.35 5.04
H 3.74 -1.85 4.11
H 1.65 -1.76 5.16
C 6.32 -1.80 -8.08
O 5.11 -1.72 -8.84
H 6.31 -2.76 -7.57
H 7.19 -1.74 -8.72
H 6.37 -1.00 -7.33
H 5.11 -0.88 -9.30
C -5.42 -0.93 6.40
O -6.28 0.20 6.53
H -4.87 -0.81 5.47
H -4.71 -0.98 7.23
H -5.99 -1.86 6.35
H -6.77 0.13 7.35
C -7.00 0.31 2.64
O -5.66 0.16 2.17
H -7.65 -0.13 1.90
H -7.14 -0.22 3.59
H -7.26 1.36 2.77
H -5.08 0.56 2.84
C 1.04 5.85 1.65
O -0.32 6.23 1.53
H 1.06 4.86 2.12
H 1.53 5.78 0.68
H 1.60 6.54 2.29
H -0.35 7.10 1.12
C 8.96 -0.03 -5.61
O 9.02 -1.19 -6.43
H 8.13 0.58 -5.98
H 8.76 -0.29 -4.57
H 9.88 0.55 -5.67
H 9.74 -1.73 -6.12
C 5.30 5.14 -5.88
O 4.00 5.28 -6.47
H 5.36 4.13 -5.48
H 6.08 5.28 -6.63
H 5.43 5.86 -5.07
H 3.95 6.18 -6.82
C -1.23 6.65 7.59
O -0.90 5.33 8.02
H -0.97 7.34 8.38
H -0.68 6.91 6.68
H -2.31 6.73 7.39
H -1.14 4.72 7.31
C 3.56 6.62 -10.34
O 4.73 5.90 -9.96
H 3.78 7.13 -11.27
H 2.72 5.94 -10.51
H 3.27 7.36 -9.59
H 4.54 5.44 -9.14
C -0.89 10.21 10.58
O -0.37 9.05 9.93
H -1.87 10.40 10.16
H -0.98 10.05 11.66
H -0.25 11.08 10.40
H 0.50 8.87 10.30
```

Values from the calculation:
* gap between HOMO and LUMO: 9.2 eV
* charge: +1
* energy: -6778.4735 a.u.
* max |F|: 1.42 eV Å⁻¹

4.
The following is a quantum chemistry calculation of C43H35N2O4P2SZn as an isolated structure in a non-equilibrium geometry, from the Open Molecules 2025 dataset.

Geometry as XYZ:
```
88
C43H35N2O4P2SZn | the Open Molecules 2025 dataset | ωB97M-V with the def2-TZVPD basis set
Zn -0.82 -0.51 0.41
C 0.90 2.07 -0.04
P 1.40 0.74 1.16
C 2.34 -0.43 0.14
C 3.41 -1.12 0.57
C 3.85 -2.47 0.18
C 3.17 -3.24 -2.44
C 1.66 -2.85 -2.58
C 1.69 -0.80 -1.13
C 2.69 1.63 2.09
C 2.47 1.97 3.42
C 3.37 2.78 4.08
C 4.51 3.23 3.43
C 4.74 2.87 2.11
C 3.83 2.08 1.44
C -0.55 2.33 0.17
C -1.26 3.49 0.37
C -2.62 3.12 0.47
C -2.66 1.75 0.32
C -3.82 0.81 0.22
P -3.35 -0.76 1.08
C -4.60 -1.95 0.53
C -4.91 -2.04 -0.83
C -5.73 -3.04 -1.30
C -6.24 -3.98 -0.43
C -5.93 -3.92 0.92
C -5.11 -2.91 1.40
C -3.86 -0.33 2.78
C -5.20 -0.23 3.15
C -5.53 0.15 4.44
C -4.53 0.45 5.35
C -3.20 0.36 4.98
C -2.87 -0.03 3.70
N -1.40 1.28 0.14
H 1.04 1.69 -1.06
H 1.50 2.97 0.11
H 3.93 -0.76 1.45
H 4.73 -2.77 0.74
H 3.38 -4.19 -2.95
H 0.96 -3.64 -2.88
H 2.01 -0.24 -2.01
H 1.58 1.62 3.92
H 3.20 3.06 5.11
H 5.21 3.88 3.94
H 5.63 3.22 1.60
H 4.00 1.80 0.41
H -0.86 4.49 0.43
H -3.45 3.78 0.64
H -3.99 0.58 -0.83
H -4.73 1.23 0.65
H -4.48 -1.32 -1.52
H -5.96 -3.10 -2.35
H -6.88 -4.77 -0.80
H -6.31 -4.67 1.60
H -4.85 -2.87 2.45
H -5.98 -0.45 2.43
H -6.57 0.22 4.72
H -4.80 0.74 6.36
H -2.43 0.61 5.69
H -1.83 -0.11 3.39
O -0.48 -2.20 1.17
C 0.62 -2.88 1.04
C 1.41 -3.03 -0.04
C 2.77 -3.57 0.11
C 3.72 -3.39 -1.04
C 3.42 -2.10 -3.39
C 2.13 -1.88 -3.63
C 1.27 -2.19 -1.27
O 0.33 -1.15 -1.22
N 4.84 -4.34 -1.02
O 5.24 -4.74 0.07
O 5.33 -4.69 -2.09
H 0.92 -3.43 1.95
H 2.91 -4.43 0.75
H 4.34 -1.69 -3.77
H 1.59 -1.21 -4.27
S 0.46 1.20 -3.42
C 1.12 2.66 -4.05
C 0.48 3.33 -5.10
C 1.03 4.48 -5.64
C 2.22 4.99 -5.14
C 2.85 4.34 -4.09
C 2.31 3.20 -3.55
H -0.45 2.94 -5.49
H 0.52 4.98 -6.46
H 2.65 5.89 -5.56
H 3.78 4.74 -3.69
H 2.80 2.69 -2.73
```

Values from the calculation:
* gap between HOMO and LUMO: 5.5 eV
* charge: -1
* energy: -4930.1329 a.u.
* energy relative to the best compared isomer or geometry (same formula, charge and spin): 145.7 kcal/mol
* max |F|: 1.66 eV Å⁻¹

5.
The following is a quantum chemistry calculation of one molecule with the formula C6H7N5O in a non-equilibrium geometry, from the Open Molecules 2025 dataset.

Geometry as XYZ:
```
19
C6H7N5O | the Open Molecules 2025 dataset | ωB97M-V with the def2-TZVPD basis set
C -3.31 -0.54 0.05
C -3.50 0.82 0.04
C -1.94 -0.63 -0.05
C 3.59 0.76 0.08
C 3.13 0.22 -1.09
C 0.23 -1.76 -0.49
N -2.39 1.53 -0.06
N 1.92 -0.31 -1.39
N 1.08 -0.94 -0.70
N -1.37 0.64 -0.03
N -1.07 -1.76 -0.07
O 2.86 0.58 1.25
H -3.97 -1.29 0.04
H -4.39 1.25 0.06
H 4.55 1.22 0.31
H 3.64 0.48 -2.06
H -0.39 0.78 -0.11
H -1.51 -2.67 -0.13
H 1.93 0.38 0.86
```

Values from the calculation:
* gap between HOMO and LUMO: 7.8 eV
* charge: 0
* energy: -581.6647 a.u.
* energy relative to the best compared isomer or geometry (same formula, charge and spin): 121.4 kcal/mol
* max |F|: 4.63 eV Å⁻¹

6.
The following is a quantum chemistry calculation of one molecule with the formula C5H9NO in a non-equilibrium geometry, from the Open Molecules 2025 dataset.

Geometry as XYZ:
```
16
C5H9NO | the Open Molecules 2025 dataset | ωB97M-V with the def2-TZVPD basis set
C 0.25 -0.93 1.26
C 0.70 -1.52 -0.07
C 0.45 -0.09 -0.64
C -0.52 0.06 -1.75
C -0.38 1.53 1.31
N -0.02 0.29 0.72
O 0.03 -1.23 2.42
H 1.72 -1.84 -0.40
H 0.03 -2.27 -0.24
H 1.38 0.29 -1.03
H -1.51 -0.46 -1.47
H -0.10 -0.46 -2.53
H -0.61 1.06 -2.14
H 0.62 2.07 1.46
H -1.22 2.05 0.78
H -0.82 1.47 2.32
```

Values from the calculation:
* gap between HOMO and LUMO: 10.1 eV
* charge: 0
* SMILES string: C[C@@H]1CC(=O)N1C
* energy: -325.8680 a.u.
* energy relative to the best compared isomer or geometry (same formula, charge and spin): 43.7 kcal/mol
* max |F|: 2.93 eV Å⁻¹

7.
The following is a quantum chemistry calculation of one molecule with the formula N2O2S in a non-equilibrium geometry, from the Open Molecules 2025 dataset.

Geometry as XYZ:
```
5
N2O2S | the Open Molecules 2025 dataset | ωB97M-V with the def2-TZVPD basis set
N -1.70 0.27 0.69
N -1.28 -0.04 -0.32
O 1.67 -0.98 -0.51
O 0.77 1.06 0.18
S 0.55 -0.30 -0.04
```

Values from the calculation:
* gap between HOMO and LUMO: 9.1 eV
* charge: 0
* energy: -658.0839 a.u.
* energy relative to the best compared isomer or geometry (same formula, charge and spin): 78.5 kcal/mol
* max |F|: 8.60 eV Å⁻¹